Below is a molecular structure, C22H41ClInNP3S in a non-equilibrium geometry, with properties calculated with ωB97M-V/def2-TZVPD.

Atoms and positions in Å:
In -1.0244 0.9659 2.0627
P 2.5872 -0.7907 -1.7297
P 0.1028 2.5424 0.5407
P -0.3331 -2.5375 0.3306
H -3.7627 1.0003 1.8502
C -3.1993 0.0786 2.0945
C -2.4488 0.0055 3.3255
H -2.6435 0.6303 4.2062
C 2.0943 -0.9460 -3.5110
C 3.8343 0.5386 -1.9841
C 3.7972 -2.1826 -1.7435
C -0.2539 4.2921 0.7965
C 1.9086 2.5696 0.5847
C -0.2186 2.3912 -1.2571
C -1.5434 -3.7280 0.9598
C 1.1935 -3.4277 0.9075
C -0.3406 -3.1820 -1.3937
H -3.6911 -0.8393 1.6840
H -1.8587 -0.9055 3.5660
H 3.0020 -1.0761 -4.1283
H 1.5492 -0.0358 -3.8098
H 1.4217 -1.8116 -3.6210
H 4.5788 0.1951 -2.7195
H 4.3217 0.7417 -1.0215
H 3.3337 1.4518 -2.3357
H 4.4678 -2.0380 -2.6034
H 3.2692 -3.1423 -1.8211
H 4.3695 -2.1593 -0.8074
H 0.6835 4.8079 1.0443
H -0.9629 4.5024 1.6040
H -0.6097 4.6893 -0.1686
H 2.2919 2.7844 -0.4152
H 2.3955 1.6630 0.9343
H 2.1897 3.3703 1.2688
H 0.0563 3.3829 -1.6528
H -1.2780 2.2174 -1.5214
H 0.4248 1.6187 -1.7225
H -1.2634 -4.7373 0.6378
H -2.5255 -3.4804 0.5420
H -1.6208 -3.6847 2.0505
H 1.0501 -4.5161 0.7946
H 1.4038 -3.1956 1.9629
H 2.0602 -3.1062 0.3098
H -0.9063 -4.1210 -1.4264
H 0.6757 -3.3640 -1.7586
H -0.8283 -2.4537 -2.0486
C -3.7603 0.1869 -1.6990
C -3.6114 0.2149 -3.0918
C -3.8463 1.3882 -3.8186
C -4.1686 2.5847 -3.1576
C -4.2264 2.5856 -1.7589
C -3.9306 1.4133 -1.0277
S -3.8158 -1.4841 -1.0862
H -5.0706 -1.3563 -0.6626
H -3.3545 -0.7380 -3.5549
H -3.7959 1.3613 -4.9077
H -4.3534 3.4868 -3.7655
H -4.4628 3.5077 -1.2311
H -3.8099 1.4794 0.0571
Cl 4.3585 -0.6912 1.8138
C 3.0556 -0.2810 2.8739
C 3.2811 -0.0118 4.2251
C 2.1777 0.2917 5.0328
C 0.9081 0.3567 4.4514
N 0.7206 0.1086 3.1338
C 1.7747 -0.1908 2.3395
H 4.2913 -0.0439 4.6116
H 2.2907 0.4923 6.0943
H 0.0162 0.6332 5.0089
H 1.5823 -0.2720 1.2622

Force components x, y, z for each atom (eV/Å):
2.85 -0.75 -1.36
0.48 -0.10 -0.90
0.75 1.31 -2.24
0.64 -1.01 -0.07
0.39 -0.45 0.41
-1.76 -0.61 3.65
-1.94 -1.52 -0.97
0.23 0.75 -0.57
-0.39 0.05 0.32
-0.14 0.12 0.35
-0.25 0.00 0.41
-0.49 0.75 0.47
0.62 -0.45 0.87
-0.46 -0.66 -0.39
-0.84 0.25 0.57
0.25 0.64 0.27
-0.14 0.71 -0.50
1.70 0.48 -0.78
-0.90 0.25 -0.22
-0.53 0.08 0.19
0.20 -0.36 -0.10
0.28 0.31 -0.17
-0.23 0.35 0.25
0.10 0.10 -0.30
0.28 -0.14 0.00
-0.16 -0.24 0.33
0.28 0.15 -0.02
0.01 -0.19 -0.28
-0.27 -0.17 -0.04
0.00 0.08 -0.31
-0.12 -0.06 0.59
-0.25 0.07 -0.01
-0.05 -0.03 -0.20
0.14 -0.05 -0.04
0.07 -0.37 0.15
0.39 -0.03 0.21
-0.40 0.26 0.38
-0.06 0.21 0.19
0.11 -0.17 0.09
0.01 -0.17 -0.07
0.01 0.48 0.01
-0.04 -0.22 -0.25
-0.27 -0.11 0.21
0.16 0.26 0.02
-0.18 0.15 0.11
0.08 -0.23 -0.13
0.49 0.72 -1.08
-0.37 0.38 0.03
0.31 0.01 0.18
-0.08 -0.43 -0.20
0.68 -0.25 -0.02
-0.17 -0.05 -0.26
0.33 0.39 0.90
-0.35 -0.27 0.09
-0.32 0.39 -0.30
0.06 0.05 0.31
-0.04 -0.53 0.60
0.11 -0.18 -0.05
-0.63 -0.03 -0.41
-0.36 0.17 0.34
0.10 -0.12 -0.39
-0.70 -0.09 -0.03
-0.30 -0.03 -0.42
0.51 -0.13 -0.04
0.11 0.72 -0.16
-0.01 0.15 0.26
-0.03 -0.01 0.12
0.02 -0.01 -0.18
0.27 -0.13 0.15
0.18 -0.43 0.38

Results
Relative energy (zero: lowest compared OMol25 entry of this formula, charge and spin) in eV: 0.507
Molecular weight in g mol⁻¹: 594.8
Frontier orbital gap in eV: 3.8
HOMO level in eV: -16.03
Total energy in a.u.: -2989.081350
Charge: +3

Löwdin population analysis, charges in e, atoms 1 to 4: 0.9639, 0.7356, 0.7859, 0.7945

***

Below is a molecular structure, C14H32AlBCaCl2F7LiN2O16S4V in a non-equilibrium geometry, with properties calculated with ωB97M-V/def2-TZVPD.

Atoms and positions in Å:
C -5.6937 1.3290 2.0267
C -5.4683 0.0807 0.9807
O -6.0852 0.5219 -0.3144
C -3.9000 -0.2570 0.6393
B -3.0281 -0.8675 1.8926
C -3.3194 -0.6469 3.4951
C -2.6424 0.8013 3.9279
C -2.8413 1.1592 5.5337
C -3.1998 2.7887 5.6460
S -1.8983 3.8883 4.8474
O -2.0141 5.3033 5.5208
O -0.5195 3.2290 5.1473
Cl -2.1485 4.1916 2.7974
H -4.9756 2.2534 1.8351
H -6.8283 1.6899 1.9635
H -5.5429 1.0048 3.1618
H -6.0817 -0.8793 1.2981
H -6.5696 1.3960 -0.1815
H -3.9203 -1.1048 -0.1997
H -3.3680 0.6736 0.1625
H -2.0558 -1.5055 1.6014
H -4.4435 -0.7603 3.8163
H -2.7280 -1.4919 4.0883
H -1.4821 0.8584 3.6707
H -3.2451 1.6282 3.3391
H -3.7196 0.4911 5.9890
H -1.8516 0.9190 6.1106
H -4.3010 3.0121 5.3153
H -3.1501 3.0260 6.8144
Li -2.8673 6.7366 4.3356
O -1.5156 -1.9863 -0.6789
S -0.8416 -2.7138 -1.7307
O 0.1346 -3.7445 -1.4490
O -0.1894 -1.6486 -2.7779
C 0.7250 -0.6791 -2.2776
C 2.0682 -1.3007 -1.9389
C -2.0630 -3.4002 -2.8207
H 0.2992 -0.1604 -1.4110
H 0.8667 0.0681 -3.0640
H 1.9807 -2.0079 -1.1111
H 2.7896 -0.5312 -1.6447
H 2.4649 -1.8526 -2.7964
H -2.7907 -2.6294 -3.0741
H -2.5545 -4.2214 -2.2926
H -1.5663 -3.7812 -3.7148
Cl 0.8020 2.7787 6.3224
N 0.4065 -5.2755 1.7460
S -0.4631 -5.9195 2.8846
O 0.2267 -6.3384 4.1005
O -1.6090 -6.7291 2.4884
F -1.2123 -4.6076 3.4197
S 1.3353 -6.3408 1.0572
O 2.3869 -5.7568 0.2252
O 0.7149 -7.5299 0.4852
F 2.1931 -6.9421 2.2602
Ca -6.4332 3.4578 0.8305
C 3.9528 -1.3072 -5.6466
C 4.8399 -1.3087 -4.4336
O 4.7209 -2.1404 -3.5367
N 5.8033 -0.3462 -4.3440
C 6.1011 0.7097 -5.2821
H 3.2361 -2.1313 -5.5757
H 3.3952 -0.3685 -5.7018
H 4.5528 -1.4483 -6.5496
H 6.3605 -0.4119 -3.4995
H 7.1392 0.5939 -5.6036
H 5.9911 1.6649 -4.7627
H 5.4459 0.6908 -6.1528
F 3.0590 5.2893 7.4843
Al 3.2677 5.8275 5.7783
F 3.6149 4.3998 4.7367
F 4.6390 6.9907 5.6792
F 1.7577 6.6299 5.2130
F 4.1661 0.7387 -6.9203
O -2.9001 1.9525 -2.9729
V -3.0461 0.3943 -3.7711
O -3.1920 -1.1639 -4.5692
C 7.4542 3.0047 -7.3396
O 7.5542 1.7993 -7.6727
O 8.4077 3.7300 -7.9068
O 6.6385 3.5944 -6.5961
H 8.7738 2.9394 -8.3528

Force components x, y, z for each atom (eV/Å):
-0.06 -1.04 1.01
0.35 0.52 -0.45
-0.24 1.43 1.29
-1.07 -0.55 -0.17
-0.33 0.32 0.22
0.96 -0.54 0.92
-0.76 0.03 0.31
0.20 0.10 -1.09
-1.04 -1.78 2.59
1.76 1.66 5.34
-0.87 -3.10 -2.39
-1.17 0.20 -1.07
-1.52 0.81 -2.57
-0.62 -2.01 0.48
1.66 -1.11 0.41
-0.22 0.78 -2.53
1.39 2.10 -0.29
0.51 -2.31 -0.55
0.08 1.89 1.68
-1.01 -1.62 0.79
-0.28 0.38 0.09
1.98 0.58 -0.46
-1.30 1.75 -1.21
-2.64 -0.16 0.34
1.48 -1.47 0.98
1.82 1.81 -0.92
-1.97 0.61 -1.01
2.27 -0.14 0.15
0.08 -0.01 -2.53
0.84 -0.70 0.44
0.42 0.00 -0.25
0.67 -1.25 -0.97
-0.99 1.35 0.16
-1.03 -0.58 0.24
0.95 0.51 0.55
0.04 -0.20 0.15
-0.03 0.08 0.14
-0.10 -0.13 -0.07
-0.32 -0.21 -0.09
0.02 0.06 -0.08
-0.13 -0.02 -0.12
-0.06 0.13 0.16
0.18 -0.07 -0.20
0.29 0.09 0.13
-0.04 0.16 0.16
0.00 0.17 0.67
0.14 -0.42 0.13
-2.48 -1.37 3.03
-0.33 0.41 -1.86
1.63 0.80 -0.14
0.31 0.56 -0.53
2.90 -1.76 -3.23
-2.02 0.09 1.38
-0.01 1.64 1.08
-0.24 0.14 0.20
0.39 1.25 -0.58
-0.33 -1.16 0.28
-1.16 -1.05 0.69
0.45 0.69 -0.64
0.07 1.05 -0.39
2.10 -1.58 1.72
0.29 0.02 0.23
0.19 -0.12 -0.04
-0.22 0.25 0.13
0.35 -0.34 -0.32
0.22 0.38 0.35
-0.48 0.73 -0.60
-1.56 0.50 -1.12
0.09 0.60 -2.06
0.56 -0.05 0.01
-0.60 1.75 1.30
-1.81 -1.42 0.12
1.43 -0.91 0.60
0.27 0.96 -0.69
-0.60 -2.52 -1.16
0.46 -0.54 -0.16
-0.04 3.24 1.55
-0.86 1.04 0.70
-1.28 -1.04 1.02
0.70 0.29 -0.52
0.21 -1.35 -0.16
1.08 0.73 -0.67

Results
Molecular weight in g mol⁻¹: 952.3
Frontier orbital gap in eV: 1.5
HOMO level in eV: -5.86
Total energy in a.u.: -6974.068909
Charge: -1

Löwdin population analysis, charges in e, atoms 1 to 4: -0.1890, -0.3189, -0.1362, -0.0929

***

Below is a single C4H9NO2 molecule, with properties calculated with ωB97M-V/def2-TZVPD.

Atoms and positions in Å:
C -2.0662 -0.7944 -0.3184
C -0.6459 -0.2901 -0.5357
O -0.7599 0.9571 -1.1764
C 0.1403 -0.2022 0.7805
N 1.5875 -0.0784 0.6075
C 2.2134 1.0224 0.1435
O 1.6583 2.0415 -0.2408
H -2.0846 -1.8087 0.0943
H -2.5859 -0.8012 -1.2810
H -2.6141 -0.1219 0.3512
H -0.1093 -1.0112 -1.1779
H 0.0319 1.4897 -0.9833
H -0.2297 0.6474 1.3668
H -0.0179 -1.1095 1.3713
H 2.1689 -0.8618 0.8604
H 3.3132 0.9214 0.1381

Force components x, y, z for each atom (eV/Å):
-0.01 -0.04 0.03
-0.03 -0.31 0.14
0.15 0.19 -0.03
-0.13 0.02 0.04
0.09 0.03 -0.06
-0.06 0.16 -0.05
0.11 -0.38 0.13
0.03 0.13 -0.04
0.07 0.00 0.15
0.11 -0.09 -0.06
-0.05 0.12 0.02
-0.08 -0.01 -0.03
0.05 -0.06 -0.10
-0.05 0.11 -0.12
-0.07 0.11 -0.03
-0.13 0.02 0.03

Results
Relative energy (zero: lowest compared OMol25 entry of this formula, charge and spin) in eV: 0.722
SMILES: C[C@@H](O)CNC=O
Molecular weight in g mol⁻¹: 103.1
Frontier orbital gap in eV: 10.6
HOMO level in eV: -9.92
Total energy in a.u.: -363.059009
Charge: 0

Löwdin population analysis, charges in e, atoms 1 to 4: -0.0550, -0.4530, -0.0375, -0.1322

***

Below is a molecular structure, C25H26AlN4O2S2 in a non-equilibrium geometry, with properties calculated with ωB97M-V/def2-TZVPD.

Atoms and positions in Å:
Al 0.6081 -0.8993 -0.0525
N 0.0205 -0.4857 1.8307
C -1.3679 -0.8747 2.1029
C -1.7337 -0.9723 3.4558
C -2.9568 -1.4955 3.8116
C -3.8188 -1.9612 2.8363
C -3.4979 -1.8488 1.4686
C -4.3118 -2.3854 0.4580
C -3.8107 -2.4444 -0.8517
C -2.6714 -1.7814 -1.1740
N -2.0244 -0.9881 -0.2449
C -2.2699 -1.2140 1.1022
H 0.1339 0.5400 1.9274
H 0.5877 -0.8684 2.5920
H -1.0325 -0.6348 4.2058
H -3.2254 -1.5719 4.8562
H -4.7526 -2.4304 3.1101
H -5.2405 -2.8718 0.7133
H -4.3131 -3.0346 -1.6063
H -2.1994 -1.8729 -2.1339
O 4.3815 -0.2170 -0.5672
C 3.4561 -0.9633 -0.3158
O 2.2398 -0.5007 -0.0634
C 3.6148 -2.4331 -0.2517
C 4.9432 -2.8811 -0.2168
C 5.2673 -4.2147 -0.1401
C 4.2444 -5.1551 -0.0991
C 2.9297 -4.7376 -0.1481
C 2.5804 -3.3888 -0.2191
S 0.8206 -3.1359 -0.3014
H 5.7105 -2.1201 -0.2504
H 6.3032 -4.5240 -0.1095
H 4.4754 -6.2097 -0.0351
H 2.1313 -5.4659 -0.1278
C -0.1722 1.8846 -1.9088
C -1.3830 0.9479 -1.8275
C -2.6475 1.7559 -1.5053
C -1.5415 0.2366 -3.1730
C -1.0656 0.0447 -0.6233
H -0.3348 2.7054 -2.6025
H 0.7056 1.3229 -2.2243
H 0.0398 2.2976 -0.9270
H -3.0010 2.2995 -2.3792
H -2.4420 2.4810 -0.7196
H -3.4421 1.0922 -1.1646
H -1.3902 0.9440 -3.9860
H -2.5371 -0.1839 -3.2831
H -0.8017 -0.5562 -3.2697
H -1.1275 0.7579 0.2154
S 0.2137 2.9504 1.9391
C 0.8104 4.3084 1.1739
N 1.8286 4.1222 0.2383
C 2.3078 5.1809 -0.4975
C 1.8004 6.4303 -0.2573
C 0.8261 6.5569 0.7419
N 0.3504 5.5144 1.4306
H 2.1749 3.1848 0.0923
H 3.0699 4.9648 -1.2291
H 2.1425 7.2877 -0.8168
H 0.3960 7.5136 0.9993

Force components x, y, z for each atom (eV/Å):
-1.02 -0.24 0.13
0.04 -0.07 0.17
0.06 0.11 0.91
0.27 0.09 -0.62
-0.29 -0.15 0.06
0.20 0.12 -0.18
0.21 0.24 0.59
-0.15 -0.21 -0.59
-0.31 -0.15 0.30
0.31 0.06 0.03
-0.68 -0.53 -0.09
-0.34 -0.18 0.22
0.05 0.18 -0.22
-0.05 -0.05 -0.39
0.06 0.01 0.06
-0.02 0.01 0.03
-0.09 -0.02 0.00
-0.06 -0.02 0.08
0.05 0.02 -0.03
0.00 0.11 -0.11
-0.38 -0.44 0.14
-0.25 1.06 -0.17
1.45 0.66 -0.13
0.27 -0.87 0.07
-0.17 0.26 -0.02
0.05 -0.19 0.04
0.01 0.13 -0.06
0.13 -0.28 0.04
-0.08 0.41 -0.01
-0.27 0.21 -0.06
0.02 0.00 -0.01
0.03 -0.01 0.01
-0.03 -0.06 0.00
-0.04 -0.05 0.01
-0.11 -0.22 0.11
0.03 0.04 0.00
0.17 -0.07 -0.04
0.02 0.06 0.19
1.03 0.25 0.13
-0.08 0.08 -0.13
0.17 -0.02 -0.14
0.04 0.21 0.17
-0.05 0.06 -0.14
0.02 0.03 0.13
-0.15 -0.03 -0.02
0.02 0.11 -0.08
-0.08 -0.09 -0.10
0.10 -0.12 -0.13
0.08 -0.01 -0.20
-0.70 -1.73 0.88
0.24 1.43 -0.42
-0.23 -0.64 0.40
0.48 0.79 -0.73
-0.22 -0.20 0.33
0.73 1.41 -0.97
-0.42 -1.90 0.63
-0.15 0.20 0.13
0.02 -0.02 -0.04
0.07 0.03 -0.05
0.04 0.21 -0.09

Results
Relative energy (zero: lowest compared OMol25 entry of this formula, charge and spin) in eV: 2.030
Molecular weight in g mol⁻¹: 505.6
Frontier orbital gap (alpha / beta) in eV: 6.2 / 3.6
HOMO level (alpha / beta) in eV: -3.81 / -1.72
Total energy in a.u.: -2376.738770
Charge: -1

Löwdin population analysis, charges in e, atoms 1 to 4: 0.0818, 0.0901, -0.1821, -0.0358

***

Q: Among the records above, which one has the highest charge?
A: C22H41ClInNP3S

***

Repeat the third record exactly.
Below is a single C4H9NO2 molecule, with properties calculated with ωB97M-V/def2-TZVPD.

Atoms and positions in Å:
C -2.0662 -0.7944 -0.3184
C -0.6459 -0.2901 -0.5357
O -0.7599 0.9571 -1.1764
C 0.1403 -0.2022 0.7805
N 1.5875 -0.0784 0.6075
C 2.2134 1.0224 0.1435
O 1.6583 2.0415 -0.2408
H -2.0846 -1.8087 0.0943
H -2.5859 -0.8012 -1.2810
H -2.6141 -0.1219 0.3512
H -0.1093 -1.0112 -1.1779
H 0.0319 1.4897 -0.9833
H -0.2297 0.6474 1.3668
H -0.0179 -1.1095 1.3713
H 2.1689 -0.8618 0.8604
H 3.3132 0.9214 0.1381

Force components x, y, z for each atom (eV/Å):
-0.01 -0.04 0.03
-0.03 -0.31 0.14
0.15 0.19 -0.03
-0.13 0.02 0.04
0.09 0.03 -0.06
-0.06 0.16 -0.05
0.11 -0.38 0.13
0.03 0.13 -0.04
0.07 0.00 0.15
0.11 -0.09 -0.06
-0.05 0.12 0.02
-0.08 -0.01 -0.03
0.05 -0.06 -0.10
-0.05 0.11 -0.12
-0.07 0.11 -0.03
-0.13 0.02 0.03

Results
Relative energy (zero: lowest compared OMol25 entry of this formula, charge and spin) in eV: 0.722
SMILES: C[C@@H](O)CNC=O
Molecular weight in g mol⁻¹: 103.1
Frontier orbital gap in eV: 10.6
HOMO level in eV: -9.92
Total energy in a.u.: -363.059009
Charge: 0

Löwdin population analysis, charges in e, atoms 1 to 4: -0.0550, -0.4530, -0.0375, -0.1322